Entry 1:
Here is C48H45BrN6O3Se2SiTi as an isolated structure from OMol25. Energies are from wB97M-V/def2-TZVPD.

Structure (XYZ):
```
107
Properties=species:S:1:pos:R:3:lowdin_charge:R:1
Ti -0.0621 1.4973 0.4094 0.735
C -0.3596 4.9425 4.0231 -0.352
Se -0.5488 3.0459 3.6328 0.958
C 0.9073 2.4003 4.7433 -0.533
C 2.2777 2.6701 4.1517 -0.518
Se 2.5707 1.8354 2.4118 0.975
C 3.0408 0.0712 3.0748 -0.340
H -0.6187 5.1283 5.0617 0.037
H -1.0563 5.4712 3.3763 0.028
H 0.6525 5.2861 3.8209 0.022
H 0.7308 1.3320 4.8689 0.056
H 0.8044 2.8688 5.7220 0.081
H 3.0675 2.2887 4.8000 0.079
H 2.4577 3.7351 4.0133 0.058
H 3.9610 0.1498 3.6464 0.042
H 3.2045 -0.5733 2.2137 0.024
H 2.2401 -0.3300 3.6920 0.029
C 6.0360 -8.8932 -5.7115 -0.052
O 5.1072 -8.9498 -4.6314 -0.057
C 4.6869 -7.7966 -4.0917 -0.272
C 5.0594 -6.5300 -4.5429 0.007
C 4.5687 -5.4050 -3.9041 -0.008
C 3.7066 -5.5143 -2.8184 -0.166
C 3.3339 -6.7902 -2.3824 -0.024
C 3.8132 -7.9167 -3.0061 0.018
C 3.2212 -4.3011 -2.1727 -0.229
N 3.5302 -3.0663 -2.5225 0.200
C 2.8424 -2.2682 -1.6617 -0.165
C 2.1037 -3.0089 -0.7657 -0.118
N 2.3649 -4.3137 -1.0994 0.194
C 1.3190 -2.4199 0.2619 -0.046
C 0.6396 -3.1013 1.2910 0.060
C -0.0479 -2.3984 2.2473 -0.007
C -0.1371 -1.0125 2.1394 -0.093
N 0.4778 -0.3452 1.1708 -0.040
C 1.2579 -1.0201 0.2778 -0.201
C 2.0350 -0.2281 -0.6417 -0.231
N 1.9436 1.1230 -0.5118 -0.072
C 2.7017 1.8746 -1.2920 -0.103
C 3.5532 1.3454 -2.2663 0.007
C 3.6135 -0.0147 -2.4362 0.062
C 2.8445 -0.8400 -1.5981 -0.051
H 6.2728 -9.9236 -5.9524 0.099
H 6.9456 -8.3684 -5.4159 0.099
H 5.5914 -8.4081 -6.5820 0.100
H 5.7228 -6.4155 -5.3868 0.110
H 4.8540 -4.4194 -4.2472 0.117
H 2.6598 -6.9219 -1.5430 0.106
H 3.5324 -8.9078 -2.6769 0.129
H 1.9689 -5.1395 -0.6853 0.153
H 0.6718 -4.1829 1.3394 0.133
H -0.5609 -2.8984 3.0553 0.123
H -0.7273 -0.4318 2.8347 0.125
H 2.6501 2.9465 -1.1387 0.113
H 4.1403 2.0172 -2.8766 0.125
H 4.2447 -0.4729 -3.1870 0.136
N -0.0935 4.3285 -4.4173 0.199
C 0.3771 5.2987 -3.6001 -0.490
O 0.6666 6.4121 -3.9708 0.101
C 0.5761 4.9387 -2.1435 -0.082
C 1.3652 5.7845 -1.3750 0.055
C 1.5652 5.4885 -0.0378 0.006
C 0.9978 4.3439 0.4830 -0.136
N 0.2266 3.5146 -0.2486 -0.042
C 0.0070 3.8384 -1.5413 -0.099
H -0.2349 4.5668 -5.3859 0.130
H -0.2929 3.3906 -4.1239 0.093
H 1.7907 6.6643 -1.8418 0.142
H 2.1515 6.1349 0.6000 0.129
H 1.1268 4.0742 1.5218 0.040
H -0.6888 3.2039 -2.0678 0.045
O -1.6133 1.5793 1.0945 -0.451
Si -3.2725 1.0875 1.1847 0.598
C -3.2429 -0.7570 1.4408 -0.243
C -3.4253 -1.3058 2.7172 -0.105
C -3.4779 -2.6797 2.9057 -0.074
C -3.3445 -3.5339 1.8172 -0.072
C -3.1520 -3.0107 0.5453 -0.067
C -3.1068 -1.6345 0.3591 -0.099
C -3.9624 1.5956 -0.4583 -0.264
C -4.9632 0.8519 -1.0853 -0.079
C -5.5296 1.2881 -2.2779 -0.058
C -5.1131 2.4810 -2.8495 -0.063
C -4.1302 3.2434 -2.2290 -0.075
C -3.5617 2.7998 -1.0462 -0.130
C -4.2455 1.9204 2.5199 -0.234
C -3.9965 3.2077 3.0010 -0.119
C -4.8618 3.8194 3.8938 -0.067
C -6.0047 3.1543 4.3154 -0.060
C -6.2867 1.8854 3.8296 -0.058
C -5.4165 1.2742 2.9374 -0.091
H -3.5514 -0.6507 3.5731 0.110
H -3.6447 -3.0833 3.8968 0.115
H -3.4111 -4.6052 1.9589 0.113
H -3.0642 -3.6721 -0.3077 0.112
H -2.9873 -1.2422 -0.6443 0.072
H -5.3117 -0.0751 -0.6433 0.107
H -6.2984 0.6971 -2.7578 0.113
H -5.5654 2.8275 -3.7697 0.112
H -3.8242 4.1876 -2.6633 0.108
H -2.8067 3.4120 -0.5600 0.091
H -3.1248 3.7554 2.6601 0.064
H -4.6533 4.8183 4.2549 0.110
H -6.6816 3.6303 5.0127 0.113
H -7.1860 1.3714 4.1424 0.113
H -5.6633 0.2882 2.5595 0.105
Br -0.8700 0.5897 -1.7097 0.498
```

Summary:
charge = +2
multiplicity = 1
Kohn-Sham gap = 5.2 eV
LUMO level = -0.2434 Ha

=====

Entry 2:
Here is C48H45MgN3O5P2SSe2 as an isolated structure at a distorted geometry from OMol25. Energies are from wB97M-V/def2-TZVPD.

Structure (XYZ):
```
107
Properties=species:S:1:pos:R:3:lowdin_charge:R:1
Mg 0.3130 -0.5958 -1.6360 0.467
O 2.6021 1.4916 -0.0005 -0.012
C 1.4724 1.0642 -0.1961 -0.687
O 1.1074 -0.1631 0.0301 -0.197
C 0.4477 1.8794 -1.0833 -0.613
O 0.6555 3.0377 -1.3932 0.070
O -0.5345 1.1429 -1.5118 -0.140
Se 3.8000 -0.5923 -1.5868 0.798
Se 3.5578 -2.5395 -2.8333 0.692
C 2.1510 -3.3733 -1.7924 -0.620
C 2.3237 -4.7134 -1.4609 -0.107
C 1.4048 -5.3265 -0.6291 -0.051
C 0.3354 -4.5880 -0.1516 -0.041
C 0.2183 -3.2755 -0.5519 -0.107
N 1.0936 -2.6683 -1.3771 0.011
C 2.8299 0.5431 -2.8200 -0.613
C 3.4390 1.6852 -3.3183 -0.069
C 2.7540 2.4454 -4.2431 -0.032
C 1.4985 2.0282 -4.6651 -0.033
C 0.9676 0.8865 -4.1161 -0.102
N 1.6093 0.1475 -3.1908 -0.002
H 3.1827 -5.2451 -1.8449 0.097
H 1.5301 -6.3625 -0.3399 0.113
H -0.3964 -5.0206 0.5182 0.100
H -0.6051 -2.6608 -0.2004 0.106
H 4.4193 1.9622 -2.9588 0.112
H 3.1964 3.3483 -4.6440 0.117
H 0.9359 2.5914 -5.3957 0.112
H -0.0160 0.5325 -4.3980 0.111
C -0.6496 2.4214 3.6024 -0.289
N -1.9739 1.7848 3.6761 -0.185
C -1.9659 0.3377 3.8390 -0.322
P -1.0804 -0.5882 2.4524 1.106
C -2.2973 -1.9773 2.2703 -0.371
C -3.5780 -1.6326 1.8206 -0.127
C -4.5605 -2.5926 1.6361 -0.103
C -4.2721 -3.9343 1.8638 -0.094
C -2.9940 -4.2967 2.2630 -0.089
C -2.0127 -3.3283 2.4611 -0.105
C 0.2201 -1.4375 3.4449 -0.381
C -0.0473 -2.0740 4.6616 -0.121
C 0.9473 -2.7668 5.3324 -0.087
C 2.2293 -2.8450 4.7953 -0.091
C 2.5102 -2.2103 3.5965 -0.076
C 1.5127 -1.5039 2.9260 -0.079
C -2.9991 2.4950 4.3367 -0.227
C -3.8436 1.8896 5.2732 -0.037
C -4.8714 2.6092 5.8758 -0.098
C -5.0760 3.9441 5.5726 -0.112
C -4.2294 4.5573 4.6549 -0.083
C -3.2108 3.8487 4.0427 -0.023
P -0.0198 2.4734 1.8243 1.133
C 1.5281 3.4168 2.1336 -0.353
C 1.9798 4.4180 1.2724 -0.104
C 3.1980 5.0414 1.4956 -0.078
C 4.0022 4.6557 2.5609 -0.097
C 3.5910 3.6225 3.3876 -0.090
C 2.3683 3.0013 3.1676 -0.099
C -1.2118 3.7441 1.2451 -0.367
C -2.3586 3.2450 0.6283 -0.105
C -3.3361 4.0993 0.1378 -0.081
C -3.1709 5.4732 0.2471 -0.090
C -2.0469 5.9811 0.8866 -0.081
C -1.0795 5.1229 1.3934 -0.100
H 0.0569 1.8592 4.2224 0.078
H -0.7052 3.4366 3.9870 0.093
H -2.9936 -0.0089 3.8266 0.071
H -1.5038 0.0523 4.7932 0.086
H -3.8094 -0.5859 1.6351 0.103
H -5.5570 -2.2990 1.3274 0.101
H -5.0373 -4.6892 1.7280 0.100
H -2.7596 -5.3409 2.4359 0.102
H -1.0216 -3.6322 2.7769 0.098
H -1.0465 -2.0565 5.0813 0.106
H 0.7205 -3.2589 6.2705 0.101
H 2.9996 -3.4051 5.3120 0.100
H 3.5048 -2.2659 3.1704 0.104
H 1.7326 -1.0027 1.9882 0.084
H -3.6931 0.8602 5.5660 0.095
H -5.5042 2.1134 6.6023 0.099
H -5.8760 4.4998 6.0451 0.095
H -4.3666 5.6032 4.4068 0.102
H -2.5827 4.3461 3.3156 0.085
H 1.3906 4.6805 0.4040 0.096
H 3.5312 5.8218 0.8223 0.101
H 4.9540 5.1454 2.7304 0.097
H 4.2266 3.2884 4.1991 0.099
H 2.0894 2.1629 3.7944 0.090
H -2.4727 2.1693 0.5331 0.087
H -4.2242 3.6990 -0.3384 0.095
H -3.9132 6.1478 -0.1620 0.099
H -1.9209 7.0524 0.9883 0.102
H -0.2217 5.5372 1.9065 0.103
O -1.2934 -1.4298 -2.3686 -0.559
S -2.4921 -0.7817 -3.0534 1.049
C -3.8801 -1.9188 -2.6804 -0.276
C -4.9732 -1.1559 -1.9234 -0.214
C -4.6904 0.3337 -2.1270 -0.225
C -3.1904 0.4801 -1.9533 -0.323
H -3.4317 -2.7250 -2.1011 0.095
H -4.2327 -2.3194 -3.6301 0.086
H -4.9168 -1.3931 -0.8598 0.085
H -5.9649 -1.4304 -2.2797 0.114
H -5.2343 0.9573 -1.4188 0.117
H -4.9839 0.6368 -3.1368 0.117
H -2.8464 0.2128 -0.9506 0.095
H -2.7836 1.4523 -2.2125 0.091
```

Summary:
multiplicity = 1
Kohn-Sham gap = 7.2 eV
LUMO level = -0.0019 Ha

=====

Entry 3:
Here is C48H46BCl3F4MoN7O5S2Si as an isolated structure at a distorted geometry from OMol25. Energies are from wB97M-V/def2-TZVPD.

Structure (XYZ):
```
118
Properties=species:S:1:pos:R:3:mulliken_spin:R:1
Mo 0.3250 -1.6590 -0.5749 1.929
C -1.6313 -6.9828 5.0153 0.000
C -1.8851 -5.8367 4.0723 0.001
C -3.1504 -5.2629 3.9775 0.000
C -3.3880 -4.1892 3.1340 0.000
C -2.3424 -3.6842 2.3761 0.000
C -1.0764 -4.2467 2.4392 -0.001
C -0.8555 -5.3186 3.2890 0.001
S -2.6492 -2.2849 1.3405 0.026
O -2.2127 -1.1627 2.2155 -0.002
O -4.0523 -2.2942 1.0349 -0.003
N -1.7232 -2.4142 0.0788 -0.004
C -2.2936 -3.4403 -0.8229 0.015
C -1.3206 -3.7525 -1.9285 0.015
O -1.6376 -4.4492 -2.8621 0.012
O -0.1279 -3.2283 -1.7580 -0.011
H -2.5347 -7.5741 5.1720 0.000
H -1.3039 -6.6138 5.9910 0.000
H -0.8508 -7.6426 4.6348 0.000
H -3.9653 -5.6659 4.5698 0.000
H -4.3723 -3.7427 3.0533 0.000
H -0.2820 -3.8584 1.8165 0.008
H 0.1329 -5.7665 3.3363 -0.001
H -3.2353 -3.1265 -1.2643 -0.003
H -2.4794 -4.3861 -0.3040 0.002
C 1.8719 -2.6513 0.5709 -0.081
Si 2.8401 -1.3063 1.3720 -0.020
C 2.9039 0.1647 0.1814 0.017
N 1.6060 0.6191 -0.3995 -0.085
C 0.8520 1.4576 0.5923 0.027
C 0.9932 2.9640 0.3701 -0.004
C 2.3965 3.3592 -0.0656 0.000
C 2.7505 2.6302 -1.3768 -0.001
C 1.8415 1.4201 -1.6185 0.030
C 2.2526 -0.7488 3.0575 0.006
C 2.9191 0.2973 3.7029 0.001
C 2.5131 0.7505 4.9512 0.000
C 1.4258 0.1570 5.5815 0.000
C 0.7506 -0.8836 4.9583 0.000
C 1.1637 -1.3295 3.7089 0.000
C 4.6506 -1.8146 1.5465 -0.002
C 5.4199 -2.0586 0.4016 0.000
C 6.7231 -2.5290 0.4861 0.000
C 7.2897 -2.7722 1.7319 0.001
C 6.5460 -2.5441 2.8819 -0.001
C 5.2412 -2.0703 2.7876 0.001
H 1.5564 -3.4140 1.2924 0.021
H 2.5660 -3.1534 -0.1116 0.004
H 3.5575 -0.1390 -0.6429 -0.004
H 3.4235 0.9967 0.6766 0.001
H 1.2164 1.2021 1.5858 -0.001
H -0.1979 1.1854 0.5890 -0.021
H 0.6953 3.4667 1.2921 0.000
H 0.2842 3.2958 -0.3931 0.000
H 3.1074 3.0925 0.7217 0.000
H 2.4692 4.4413 -0.1920 0.000
H 3.7920 2.3040 -1.3613 0.000
H 2.6596 3.2974 -2.2379 0.000
H 2.2867 0.7937 -2.3824 -0.001
H 0.8656 1.7286 -2.0016 -0.003
H 3.7748 0.7700 3.2250 0.000
H 3.0397 1.5684 5.4292 0.000
H 1.0983 0.5146 6.5508 0.000
H -0.1143 -1.3345 5.4328 0.000
H 0.5992 -2.1148 3.2172 0.002
H 4.9940 -1.8976 -0.5879 0.003
H 7.2893 -2.7143 -0.4197 0.000
H 8.3057 -3.1438 1.8037 0.000
H 6.9810 -2.7366 3.8565 0.000
H 4.6758 -1.8932 3.6982 0.000
N 1.8245 -1.5666 -1.9433 -0.050
C 2.6089 -1.6114 -2.7844 0.093
C 3.5099 -1.5702 -3.8271 0.001
C 4.6660 -2.4007 -3.8226 0.006
N 5.6088 -3.0664 -3.8223 0.001
C 3.2651 -0.6301 -4.8698 0.004
N 3.0412 0.1497 -5.6917 0.001
F 0.0356 -0.8247 1.1094 0.035
B -2.8667 0.2869 2.3937 -0.006
F -3.3923 0.6795 1.1468 -0.001
F -3.8589 0.1407 3.3458 0.000
F -1.8194 1.0905 2.7912 0.000
Cl 0.4507 5.4559 -5.8670 0.000
C -0.7562 4.6633 -4.9020 0.000
C -0.4630 4.2927 -3.6027 0.000
C -1.4507 3.6800 -2.8525 0.000
C -2.7194 3.4197 -3.3568 -0.001
C -3.7167 2.7352 -2.4445 0.001
C -3.9944 1.2785 -2.8024 0.000
N -2.7457 0.5300 -2.8354 0.002
C -1.9207 0.2846 -3.9178 -0.002
C -0.8217 -0.3365 -3.4168 0.028
N -0.9528 -0.4475 -2.0443 -0.046
C -2.1148 0.0884 -1.7332 0.055
O -4.9543 3.4248 -2.3724 0.000
C -5.1323 4.1488 -1.1502 0.000
C -4.0617 5.1799 -0.9458 0.000
C -3.0813 5.1146 -0.0054 0.000
Cl -2.8738 3.8949 1.1820 0.000
S -1.9439 6.3882 -0.1367 0.000
C -2.7758 7.0441 -1.4839 0.000
C -3.8720 6.3125 -1.8013 0.000
C -2.9641 3.7872 -4.6784 0.000
Cl -4.4994 3.4663 -5.4430 0.000
C -1.9993 4.4125 -5.4532 0.000
H 0.5181 4.4824 -3.1873 0.000
H -1.2367 3.3924 -1.8288 0.001
H -3.2531 2.7053 -1.4536 0.000
H -4.5145 1.1727 -3.7483 -0.001
H -4.6178 0.8576 -2.0147 0.000
H -2.1993 0.5544 -4.9254 0.000
H 0.0367 -0.7196 -3.9444 0.002
H -2.5324 0.1587 -0.7366 -0.001
H -5.1642 3.4624 -0.3011 0.000
H -6.1071 4.6223 -1.2422 0.000
H -2.4063 7.9379 -1.9676 0.000
H -4.5306 6.5418 -2.6321 0.000
H -2.2168 4.6923 -6.4748 0.000
```

Summary:
charge = -1
multiplicity = 3
Kohn-Sham gap (spin up / spin down) = 7.7 / 8.0 eV
LUMO level (spin up / spin down) = 0.0661 / 0.0661 Ha

=====

Entry 4:
Here is C48H46IN6O7PS2SiSn as an isolated structure at a distorted geometry from OMol25. Energies are from wB97M-V/def2-TZVPD.

Structure (XYZ):
```
113
Properties=species:S:1:pos:R:3:lowdin_charge:R:1
Sn -0.5245 -0.4142 0.2112 1.164
O -2.2761 3.2288 1.8228 -0.323
S -1.0496 2.5484 1.4710 0.410
O -0.6953 2.5781 0.0612 -0.379
O -0.9723 1.1717 2.0278 -0.475
C 0.2783 3.4685 2.2351 -0.250
C -0.0578 4.6653 2.8561 -0.063
C 0.9345 5.5055 3.3332 -0.090
C 2.2670 5.1438 3.1895 -0.089
C 2.5937 3.9382 2.5893 -0.086
C 1.6135 3.0751 2.1007 -0.309
P 2.1635 1.4378 1.3638 1.130
C 3.0793 0.9365 2.8901 -0.341
C 4.4468 0.8218 3.1093 -0.092
C 4.9392 0.3594 4.3289 -0.103
C 4.0720 0.0050 5.3465 -0.108
C 2.7001 0.1144 5.1408 -0.084
C 2.2130 0.5628 3.9279 -0.102
C 3.3164 2.0698 0.1012 -0.339
C 2.6035 2.8711 -0.9871 -0.331
C 3.4835 3.7540 -1.8996 -0.689
C 4.8717 3.2205 -2.0339 -0.153
C 5.3357 2.2164 -1.2873 -0.101
C 4.5691 1.6790 -0.1575 -0.115
H -1.1056 4.9223 2.9356 0.103
H 0.6713 6.4445 3.8048 0.094
H 3.0521 5.8005 3.5463 0.094
H 3.6349 3.6504 2.4969 0.105
H 5.1549 1.1133 2.3505 0.073
H 6.0102 0.2699 4.4714 0.092
H 4.4570 -0.3688 6.2877 0.091
H 2.0069 -0.1698 5.9238 0.101
H 1.1409 0.6089 3.7601 0.100
H 1.7851 3.4630 -0.5748 0.123
H 3.4997 4.8018 -1.5936 0.085
H 5.4847 3.6742 -2.8045 0.088
H 6.3318 1.8232 -1.4568 0.087
H 5.0718 0.9588 0.4713 0.077
O 1.4586 -0.4384 -4.6091 -0.113
C 0.2843 0.0694 -5.1711 -0.276
N -0.1637 -0.7967 -6.2393 0.108
C -1.0212 -1.8422 -6.1838 -0.451
O -1.2785 -2.5134 -7.1775 0.029
C -1.7107 -2.1519 -4.8860 -0.118
C -3.0729 -2.4148 -4.9108 -0.015
C -3.7010 -2.8043 -3.7440 -0.062
C -2.9343 -2.9419 -2.5951 -0.160
N -1.6243 -2.7110 -2.5564 0.093
C -1.0285 -2.3127 -3.6835 -0.073
H 1.5634 0.0239 -3.7332 0.012
H 0.4630 1.0532 -5.6174 0.128
H -0.5128 0.1693 -4.4301 0.105
H 0.3282 -0.7279 -7.1165 0.143
H -3.6205 -2.3106 -5.8393 0.118
H -4.7667 -2.9924 -3.7156 0.099
H -3.3918 -3.2328 -1.6548 0.103
H 0.0359 -2.1051 -3.6280 0.110
C -2.4214 -3.7997 2.0936 -0.169
Si -2.9766 -2.0032 1.9821 0.212
C -2.5011 -1.1923 3.6038 -0.172
C -4.8669 -2.0141 1.9131 -0.192
O -2.4163 -1.2750 0.6520 -0.554
H -2.7889 -4.2986 2.9964 0.020
H -1.3270 -3.8102 2.1192 0.003
H -2.7425 -4.3877 1.2268 0.019
H -2.9103 -1.7268 4.4667 0.022
H -2.8322 -0.1502 3.6385 0.028
H -1.4100 -1.1841 3.6818 0.006
H -5.2994 -2.5540 2.7617 0.021
H -5.2227 -2.4905 0.9929 0.017
H -5.2521 -0.9890 1.9395 0.017
I 4.9776 -1.7899 -4.3371 0.833
C 3.6445 -2.4506 -2.8724 -0.720
C 2.9654 -3.6480 -3.0293 -0.154
C 2.0800 -4.0273 -2.0358 -0.070
C 1.9173 -3.1999 -0.9327 -0.153
N 2.5859 -2.0599 -0.7777 0.091
C 3.4302 -1.6842 -1.7371 -0.221
H 3.1090 -4.2555 -3.9130 0.091
H 1.5036 -4.9385 -2.1239 0.101
H 1.2146 -3.4418 -0.1424 0.089
H 3.9341 -0.7338 -1.5998 0.081
S 2.6173 3.6075 -3.5058 0.460
C 1.9676 1.8987 -1.9630 -0.378
N 1.4971 0.8552 -2.2023 0.135
C 0.4471 -1.7448 1.7901 -0.201
C 1.1400 -2.4386 2.5092 -0.156
C 1.9965 -3.2855 3.2849 -0.252
C 3.3192 -3.4983 2.8789 -0.034
C 4.1599 -4.3167 3.6166 -0.099
C 3.6990 -4.9402 4.7707 -0.120
C 2.3879 -4.7345 5.1810 -0.107
C 1.5439 -3.9143 4.4477 -0.044
H 3.6652 -3.0030 1.9798 0.108
H 5.1833 -4.4654 3.2933 0.094
H 4.3565 -5.5830 5.3437 0.087
H 2.0200 -5.2176 6.0786 0.091
H 0.5235 -3.7436 4.7677 0.110
N -5.5762 -0.1270 -0.5753 0.182
C -5.6647 0.8129 -1.5520 -0.500
O -6.7329 1.1999 -2.0039 0.025
C -4.3461 1.3338 -2.0179 -0.124
C -4.2022 2.6319 -2.4869 -0.009
C -2.9362 3.0861 -2.8097 -0.043
C -1.8526 2.2264 -2.6552 -0.136
N -1.9973 0.9640 -2.2594 0.055
C -3.2147 0.5363 -1.9577 -0.116
H -6.4283 -0.4892 -0.1862 0.101
H -4.6992 -0.3586 -0.1308 0.061
H -5.0746 3.2698 -2.5590 0.115
H -2.7752 4.1053 -3.1348 0.101
H -0.8345 2.5574 -2.8322 0.101
H -3.2729 -0.4864 -1.6022 0.074
```

Summary:
charge = -2
multiplicity = 1
Kohn-Sham gap = 5.7 eV
LUMO level = 0.1287 Ha

=====

Number 1: electronic energy -297312.41924 eV. Number 2: electronic energy -230768.26415 eV. Number 3: electronic energy -151718.96536 eV. Number 4: electronic energy -126568.77862 eV.